C24H63BMnO13 | ωB97M-V/def2-TZVPD

Calculated values
HOMO energy (alpha / beta)	1.03 / 1.02	eV
ΔE to the lowest compared entry with this formula, charge and spin	0.0	kcal/mol
LUMO level (alpha / beta)	3.64 / 3.64	eV
expectation value of S²	8.754
multiplicity	6
total energy	-84513.1483	eV
total charge	-2

```
102
Properties=species:S:1:pos:R:3:lowdin_spin:R:1
Mn 26.40543 -27.85174 2.99748 4.63
C 25.24506 -29.83544 6.54834 0.00
C 26.25038 -29.95936 5.41199 0.01
O 25.69228 -29.63905 4.17335 0.05
H 25.81909 -29.95823 7.48350 0.00
H 24.43738 -30.57140 6.53544 0.00
H 24.75236 -28.85842 6.59400 0.00
H 26.60448 -30.99051 5.26002 0.00
H 27.09324 -29.28767 5.66575 0.00
O 26.07514 -29.15119 1.35956 0.08
C 26.20040 -29.40720 -0.00553 0.01
C 26.03254 -30.89290 -0.52709 0.00
O 25.19142 -31.72966 0.13480 0.00
H 27.20759 -29.03966 -0.29868 0.00
H 25.48700 -28.79182 -0.59746 0.00
H 27.04803 -31.36246 -0.56084 0.00
H 25.79096 -30.81304 -1.61798 0.00
B 28.62578 -27.63313 3.18480 0.05
H 29.76512 -27.68042 3.39631 0.01
H 28.18257 -26.67286 3.67118 0.01
H 28.30338 -27.57859 2.09138 0.01
H 28.10341 -28.53393 3.65184 0.01
C 32.27636 -24.54435 -1.53978 0.00
O 31.12341 -23.90262 -1.08043 0.00
C 29.93408 -24.66380 -0.98739 0.00
C 29.96464 -25.85885 -0.05412 0.00
O 30.86906 -26.84285 -0.49314 0.00
C 30.70092 -28.07273 0.18675 0.00
H 33.13560 -23.88706 -1.67989 0.00
H 32.11543 -24.93501 -2.55587 0.00
H 32.55974 -25.38345 -0.90378 0.00
H 29.73029 -25.03805 -1.99886 0.00
H 29.15253 -23.98564 -0.65208 0.00
H 28.95429 -26.26382 0.08330 0.00
H 30.30852 -25.56902 0.95372 0.00
H 29.69747 -28.48774 0.03697 0.00
H 30.83157 -27.89505 1.25798 0.00
H 31.37438 -28.80681 -0.25305 0.00
C 26.94373 -26.68667 6.04778 0.01
O 26.12188 -26.76662 4.91051 0.03
C 24.86981 -26.08791 5.08230 0.00
C 23.78531 -26.88648 4.36074 0.00
O 24.24288 -27.23156 3.07507 0.03
C 23.14775 -27.53476 2.24371 0.00
H 26.93719 -25.68489 6.49310 0.00
H 27.96852 -26.98012 5.83291 0.00
H 26.62905 -27.38470 6.83226 0.00
H 25.03535 -25.12772 4.58068 0.00
H 24.59148 -25.94687 6.12763 0.00
H 22.90566 -26.23175 4.33178 0.00
H 23.58146 -27.77886 4.96062 0.00
H 22.50327 -26.67514 2.01151 0.00
H 22.57861 -28.38357 2.62884 0.00
H 23.51413 -27.84335 1.26163 0.00
C 25.67999 -22.33410 -0.67595 0.00
O 26.20688 -23.52766 -0.15555 0.00
C 25.21764 -24.54780 -0.01305 0.00
C 25.87864 -25.78296 0.58798 0.00
O 26.21063 -25.76295 1.97317 0.03
C 27.06322 -24.66807 2.31475 0.00
H 25.21729 -22.51998 -1.64978 0.00
H 26.46302 -21.58622 -0.78922 0.00
H 24.95384 -21.90014 0.02070 0.00
H 24.83359 -24.71585 -1.02957 0.00
H 24.32105 -24.18102 0.50596 0.00
H 26.63025 -26.16329 -0.11054 0.00
H 25.18155 -26.63032 0.57378 0.00
H 26.60116 -23.69000 2.20890 0.00
H 28.04968 -24.71363 1.85312 0.00
H 27.24300 -24.80081 3.38529 0.00
C 35.11903 -25.43940 1.89653 0.00
O 34.21439 -24.74103 2.69472 0.00
C 32.90394 -25.24411 2.66508 0.00
C 31.94619 -24.36481 3.47484 0.00
O 32.06968 -24.57336 4.86200 0.00
C 31.25946 -25.65207 5.32228 0.00
H 36.10988 -24.99457 1.99174 0.00
H 34.85684 -25.39725 0.83181 0.00
H 35.18338 -26.48409 2.22778 0.00
H 32.89651 -26.29092 2.98949 0.00
H 32.51651 -25.17231 1.63589 0.00
H 30.93277 -24.53249 3.09871 0.00
H 32.21024 -23.32987 3.25045 0.00
H 30.21774 -25.41062 5.09836 0.00
H 31.46352 -25.76530 6.38360 0.00
H 31.52849 -26.55927 4.77558 0.00
C 37.32782 -31.21395 3.83915 0.00
O 35.93755 -31.07405 3.64445 0.00
C 35.53934 -29.76929 3.93748 0.00
C 34.07000 -29.48903 3.63620 0.00
O 33.25649 -30.15334 4.59556 0.00
C 31.88375 -29.88601 4.27605 0.00
H 37.94249 -30.43614 3.37709 0.00
H 37.63910 -32.21742 3.56856 0.00
H 37.52345 -31.08509 4.91412 0.00
H 36.07212 -28.97260 3.39444 0.00
H 35.72552 -29.51346 4.98986 0.00
H 33.78572 -29.77694 2.62216 0.00
H 33.91092 -28.41640 3.79736 0.00
H 31.67234 -28.84578 4.53627 0.00
H 31.25799 -30.51334 4.90497 0.00
H 31.65490 -30.05358 3.22369 0.00
```